The following is a quantum chemistry calculation of a molecular structure, C7H28F2HfN14O7 in a non-equilibrium geometry, from the OMol25 dataset.

Each line ends with the Mulliken spin population.
Atoms and positions in Å:
Hf: 0.215 0.267 -0.167  -0.0017
F: 1.870 -0.578 -1.670  0.6086
F: -1.208 2.065 0.013  0.0239
O: -1.904 -0.581 0.906  0.0024
O: -1.451 -0.170 -1.820  -0.0036
O: 1.949 -0.900 1.070  0.0086
O: 1.974 1.819 0.187  -0.0004
O: 0.107 0.623 2.173  0.0033
O: 0.441 1.787 -2.118  0.3215
O: 0.034 -2.105 -0.240  0.0183
N: 1.213 2.786 -4.075  0.0029
N: -1.116 -4.025 -0.386  0.0022
N: 3.729 -1.251 2.437  0.0022
N: 2.544 3.879 -0.343  0.0001
N: -3.122 -2.475 1.383  0.0001
N: -1.092 1.749 3.762  0.0000
N: 0.954 -4.154 -0.759  -0.0006
N: 0.481 0.334 4.270  0.0001
N: -4.063 -1.030 0.435  0.0001
N: -0.481 3.555 -2.968  0.0209
N: 2.190 -2.700 2.299  0.0030
N: -3.326 -0.826 -2.743  -0.0001
N: -2.566 1.121 -3.354  -0.0001
N: 4.149 2.632 0.429  -0.0002
C: -0.045 -3.341 -0.505  0.0018
C: 0.405 2.600 -3.045  -0.0057
C: -0.188 0.967 3.312  0.0001
C: 2.859 2.717 0.175  -0.0026
C: -2.356 0.035 -2.635  -0.0015
C: -2.890 -1.301 0.956  -0.0005
C: 2.613 -1.558 1.877  -0.0007
H: 1.200 -0.337 4.042  0.0002
H: -4.160 -0.412 -3.134  0.0000
H: -4.400 -0.177 0.013  0.0000
H: -1.852 2.021 3.156  -0.0001
H: 0.347 0.582 5.240  0.0000
H: 1.062 3.512 -4.761  0.0006
H: -3.888 -3.114 1.223  0.0000
H: -1.818 1.700 -3.707  -0.0001
H: 1.585 4.070 -0.594  -0.0005
H: 1.879 -3.796 -0.564  -0.0009
H: 2.730 -3.204 2.988  -0.0001
H: -2.277 -2.810 1.824  -0.0001
H: -1.154 -5.004 -0.631  0.0004
H: 1.263 -3.049 2.105  -0.0004
H: -1.295 3.675 -2.381  -0.0025
H: 4.692 3.482 0.487  -0.0001
H: -4.720 -1.796 0.473  0.0000
H: -1.095 1.920 4.758  0.0001
H: 4.049 -1.863 3.174  0.0000
H: 3.262 4.574 -0.196  0.0001
H: -1.919 -3.577 0.031  0.0004
H: -0.332 4.190 -3.739  0.0024
H: 1.948 2.103 -4.197  -0.0023
H: 0.737 -5.139 -0.807  0.0003
H: -3.232 -1.781 -2.427  0.0001
H: 4.629 1.787 0.702  0.0001
H: -3.476 1.174 -3.789  0.0000
H: 4.317 -0.669 1.857  0.0002

## Properties
- gap between HOMO and LUMO (spin up / spin down) (eV) = 10.143 / 4.210
- E (hartree) = -1823.9094
- spin multiplicity = 2
- E_LUMO (spin up / spin down) (eV) = -7.4 / -13.4
- total charge = +3


The following is a quantum chemistry calculation of a molecular structure, C20H18BrCrN3O6 in a non-equilibrium geometry, from the OMol25 dataset.

Each line ends with the Mulliken spin population.
Atoms and positions in Å:
Br: 2.836 1.705 0.263  0.0050
Cr: -0.036 -0.273 0.278  3.0676
O: -0.736 -1.867 1.187  -0.0115
O: -3.883 0.718 5.257  -0.0002
O: -0.031 -1.142 -1.378  -0.0540
O: -1.938 -2.618 2.921  0.0110
O: -3.393 -1.419 4.851  -0.0001
O: 1.732 -1.007 0.573  -0.0550
N: 0.269 1.433 -0.694  -0.0207
N: -0.802 0.630 1.980  -0.0087
N: -1.970 1.652 3.525  0.0027
C: 0.821 -3.928 -3.467  -0.0029
C: 1.367 2.183 -0.813  0.0016
C: -0.823 2.872 -2.298  -0.0160
C: 2.488 -3.726 -1.745  0.0003
C: -1.100 1.812 2.513  -0.0005
C: -3.257 -0.131 4.678  -0.0006
C: -1.399 -1.738 2.267  0.0035
C: -1.504 -0.310 2.698  0.0053
C: 0.613 -2.160 -1.811  0.0018
C: -0.576 3.131 2.085  0.0012
C: -0.800 1.801 -1.420  0.0121
C: 1.451 3.283 -1.652  -0.0040
C: 0.351 3.627 -2.413  0.0107
C: 0.151 -2.846 -2.960  0.0035
C: -2.037 3.182 -3.107  0.0002
C: 2.305 -1.972 0.011  0.0051
C: 2.011 -4.360 -2.866  0.0100
C: 1.816 -2.623 -1.170  0.0398
C: -2.244 0.319 3.667  -0.0034
C: 3.581 -2.427 0.651  -0.0024
H: -2.946 2.868 -2.599  0.0000
H: -1.684 1.179 -1.282  -0.0038
H: 3.444 -3.435 1.038  0.0003
H: 3.822 -1.758 1.473  0.0004
H: 0.429 -4.453 -4.326  -0.0003
H: 2.549 -5.199 -3.281  0.0010
H: -2.412 2.356 4.105  -0.0004
H: -2.853 -1.999 4.245  -0.0002
H: -0.770 -2.489 -3.396  0.0001
H: 3.394 -4.084 -1.279  -0.0002
H: 2.365 3.852 -1.698  0.0003
H: -1.122 3.509 1.218  0.0008
H: 0.479 3.062 1.825  -0.0003
H: -1.980 2.652 -4.059  -0.0003
H: 4.398 -2.432 -0.066  0.0006
H: -0.677 3.860 2.887  0.0004
H: -2.097 4.244 -3.322  -0.0001
H: 0.400 4.465 -3.092  0.0003

## Properties
- gap between HOMO and LUMO (spin up / spin down) (eV) = 7.043 / 7.565
- E (hartree) = -5007.0895
- spin multiplicity = 4
- E_LUMO (spin up / spin down) (eV) = -4.2 / -3.8
- total charge = +1


The following is a quantum chemistry calculation of 11 unconnected molecules or ions with the total composition C44H88O11 in a non-equilibrium geometry, from the OMol25 dataset.

Each line ends with the Löwdin charge.
Atoms and positions in Å:
O: 5.750 4.804 -17.024  -0.1467
O: 7.164 2.201 -13.623  -0.1572
O: 15.289 2.547 -16.922  -0.1147
O: 9.992 0.529 -16.280  -0.1526
O: 7.763 -3.788 -14.742  -0.1236
O: 10.354 -3.454 -21.077  -0.1525
O: 13.469 -3.088 -13.670  -0.1181
O: 7.505 -3.648 -21.013  -0.1424
O: 9.764 6.973 -20.365  -0.1499
O: 10.719 5.058 -11.513  -0.1253
O: 11.228 4.407 -22.371  -0.1550
C: 8.938 7.123 -21.501  -0.2009
C: 11.466 3.701 -21.121  -0.1893
C: 6.630 -3.616 -22.115  -0.2453
C: 9.880 4.585 -12.605  -0.1333
C: 11.914 5.687 -13.332  -0.1822
C: 12.581 -2.182 -13.077  -0.2522
C: 12.991 3.608 -21.158  -0.1474
C: 6.419 -2.202 -22.308  -0.1820
C: 5.839 2.320 -14.150  -0.1761
C: 7.781 6.151 -21.216  -0.1388
C: 14.866 3.198 -14.703  -0.1337
C: 5.054 6.098 -15.261  -0.1766
C: 5.862 2.474 -11.698  -0.1526
C: 10.617 5.163 -13.874  -0.1570
C: 6.465 -3.426 -15.158  -0.2567
C: 6.964 5.257 -16.371  -0.1883
C: 6.460 6.513 -15.717  -0.1506
C: 8.513 -2.556 -14.543  -0.1683
C: 13.555 2.692 -15.444  -0.1182
C: 9.453 1.781 -16.526  -0.1945
C: 14.066 -0.901 -14.251  -0.1863
C: 10.619 0.793 -18.457  -0.2029
C: 4.579 5.468 -16.534  -0.2048
C: 10.151 -2.527 -22.145  -0.1762
C: 11.547 -3.103 -20.322  -0.1931
C: 11.681 -2.209 -22.471  -0.1481
C: 12.221 5.479 -22.538  -0.1725
C: 13.899 2.820 -16.921  -0.1972
C: 12.019 5.137 -11.936  -0.2540
C: 7.075 1.725 -12.260  -0.1833
C: 5.105 2.944 -12.955  -0.1528
C: 6.286 -1.641 -20.852  -0.1399
C: 13.442 4.944 -21.827  -0.1533
C: 9.798 1.963 -18.044  -0.1493
C: 7.451 -1.479 -14.494  -0.1621
C: 15.921 2.953 -15.750  -0.2552
C: 6.063 -2.156 -14.491  -0.1392
C: 8.960 6.649 -19.245  -0.2226
C: 14.650 -2.295 -14.047  -0.1555
C: 7.081 -2.687 -20.007  -0.1578
C: 8.070 5.525 -19.815  -0.1383
C: 10.145 -0.271 -17.514  -0.1561
C: 12.652 -0.850 -13.752  -0.1777
C: 12.246 -2.001 -21.062  -0.1760
H: 14.843 -0.217 -13.910  0.1096
H: 8.334 7.475 -18.909  0.1119
H: 7.043 0.639 -12.171  0.0998
H: 4.425 6.921 -14.923  0.1117
H: 13.948 -0.733 -15.321  0.1046
H: 5.763 -4.273 -22.051  0.1287
H: 4.881 4.010 -13.000  0.0853
H: 13.658 3.792 -17.352  0.1153
H: 13.232 1.656 -15.345  0.0900
H: 15.439 -2.245 -13.296  0.1068
H: 13.208 2.731 -21.768  0.1103
H: 4.882 5.532 -14.346  0.0853
H: 5.703 -2.458 -13.508  0.1134
H: 6.146 3.322 -11.074  0.1039
H: 9.355 -2.337 -15.200  0.1083
H: 5.390 1.399 -14.520  0.1166
H: 5.476 -2.007 -22.819  0.1135
H: 5.248 -1.591 -14.942  0.1106
H: 6.453 -3.524 -16.244  0.1105
H: 3.923 4.658 -16.216  0.1184
H: 11.076 2.686 -21.034  0.1044
H: 10.456 0.465 -19.484  0.1023
H: 6.398 7.215 -16.548  0.1169
H: 12.605 3.184 -15.236  0.0811
H: 16.503 3.867 -15.870  0.1118
H: 9.456 7.103 -22.459  0.1173
H: 13.496 2.057 -17.587  0.1058
H: 9.222 -0.749 -17.841  0.1116
H: 8.933 -2.624 -13.539  0.1066
H: 14.961 4.276 -14.573  0.0977
H: 15.131 2.747 -13.747  0.1029
H: 11.540 -2.476 -12.942  0.1171
H: 13.328 -2.130 -21.108  0.1155
H: 7.136 5.380 -19.272  0.0924
H: 7.742 5.503 -17.094  0.0911
H: 7.103 6.987 -14.975  0.1139
H: 14.299 4.746 -22.471  0.1045
H: 9.601 6.530 -18.371  0.1158
H: 10.012 5.986 -14.255  0.1006
H: 7.576 -0.804 -13.647  0.0877
H: 11.492 -2.743 -19.294  0.1014
H: 7.287 -3.932 -22.926  0.1219
H: 4.060 6.248 -17.092  0.1235
H: 5.796 3.038 -14.969  0.0945
H: 13.007 -2.019 -12.087  0.1188
H: 7.947 -2.193 -19.567  0.0915
H: 11.702 0.880 -18.368  0.1023
H: 4.122 2.491 -12.824  0.1031
H: 12.665 5.479 -14.094  0.0995
H: 10.918 -1.037 -17.446  0.1143
H: 5.258 -1.491 -20.522  0.0980
H: 5.277 1.874 -11.002  0.1057
H: 7.926 2.023 -11.648  0.1094
H: 12.439 5.869 -23.532  0.1158
H: 5.868 -4.302 -14.906  0.1194
H: 9.520 -1.726 -21.760  0.1074
H: 10.027 2.446 -15.880  0.0979
H: 7.587 -0.862 -15.382  0.1021
H: 12.489 4.154 -11.903  0.1188
H: 13.418 3.493 -20.162  0.0954
H: 9.711 3.509 -12.666  0.1022
H: 11.476 -1.335 -23.089  0.0988
H: 11.896 -1.017 -20.751  0.0950
H: 8.909 5.057 -12.455  0.1121
H: 13.807 5.566 -21.010  0.1059
H: 11.841 6.774 -13.275  0.1144
H: 6.514 -2.969 -19.119  0.1012
H: 7.262 -1.663 -22.740  0.1064
H: 12.188 -3.983 -20.279  0.1184
H: 7.356 4.511 -15.680  0.1056
H: 10.904 4.186 -20.322  0.0919
H: 15.189 -2.797 -14.850  0.1168
H: 8.431 8.088 -21.529  0.1065
H: 7.827 5.291 -21.884  0.1038
H: 6.781 6.579 -21.279  0.1072
H: 11.790 6.370 -22.082  0.0943
H: 12.179 -2.944 -23.104  0.1112
H: 12.464 0.074 -13.206  0.1192
H: 6.738 -0.655 -20.740  0.0944
H: 10.401 2.859 -18.191  0.0985
H: 11.857 -0.899 -14.497  0.0981
H: 12.670 5.831 -11.406  0.1247
H: 8.894 2.000 -18.652  0.1142
H: 9.686 -3.021 -22.999  0.1154
H: 8.678 4.622 -19.764  0.0908
H: 8.412 2.005 -16.293  0.1060
H: 10.664 4.352 -14.601  0.0767
H: 16.640 2.354 -15.191  0.1145

## Properties
- gap between HOMO and LUMO (eV) = 9.787
- E (hartree) = -2556.5276
- SMILES string = C1CCOC1.C1CCOC1.C1CCOC1.C1CCOC1.C1CCOC1.C1CCOC1.C1CCOC1.C1CCOC1.C1CCOC1.C1CCOC1.C1CCOC1
- spin multiplicity = 1
- energy above the lowest of the compared OMol25 structures with the same formula, charge and spin (kJ/mol) = 557.02
- E_LUMO (eV) = 0.4
- total charge = 0


The following is a quantum chemistry calculation of C3H6N2O in the gas phase in a non-equilibrium geometry, from the OMol25 dataset.

Each line ends with the Löwdin charge.
Atoms and positions in Å:
O: 2.441 -1.337 -0.514  0.0569
N: -0.880 -0.416 -0.496  -0.0312
N: 1.440 0.089 0.953  0.1634
C: -1.921 -0.652 0.235  -0.0222
C: 0.140 -1.371 -0.319  -0.2490
C: 1.488 -0.782 -0.026  -0.6213
H: 2.388 0.434 1.296  0.1549
H: -2.874 -0.130 0.136  0.0708
H: 0.696 0.706 1.267  0.1106
H: 0.089 -2.131 -1.202  0.1645
H: 0.152 -2.121 0.495  0.1215
H: -1.718 -1.471 0.961  0.0811

## Properties
- gap between HOMO and LUMO (eV) = 10.396
- E (hartree) = -302.6189
- SMILES string = C=NCC(N)=O
- spin multiplicity = 1
- energy above the lowest of the compared OMol25 structures with the same formula, charge and spin (kJ/mol) = 194.82
- E_LUMO (eV) = 0.8
- total charge = 0


The following is a quantum chemistry calculation of a molecular structure, C13H25N4O2Si2Tl in a non-equilibrium geometry, from the OMol25 dataset.

Each line ends with the Löwdin charge.
Atoms and positions in Å:
Tl: 1.394 -0.015 -0.444  0.7888
Si: -1.213 0.939 -2.861  0.4165
Si: 0.392 -0.959 2.953  0.3174
O: 6.018 0.537 -3.148  -0.1190
O: 4.076 0.683 -1.967  -0.1719
N: -1.036 0.339 -1.084  -0.1790
N: 5.742 -0.725 -1.333  -0.0811
N: -0.385 -0.546 1.377  -0.1614
N: 5.221 -0.892 -0.004  -0.0242
C: -4.314 0.386 0.517  -0.1554
C: -2.256 -0.138 -3.973  -0.1997
C: -3.931 -0.020 1.841  -0.1630
C: -2.247 2.541 -2.968  -0.2056
C: -0.097 -2.587 3.639  -0.1997
C: -1.999 0.158 -0.198  -0.4364
C: 2.215 -0.941 2.745  -0.2384
C: -0.021 0.293 4.303  -0.1855
C: 5.216 0.268 -2.218  -0.8305
C: -1.644 -0.233 1.087  -0.4258
C: -2.619 -0.290 2.080  -0.1091
C: -3.345 0.501 -0.464  -0.0861
C: 0.466 1.111 -3.601  -0.2261
H: -3.660 0.860 -1.424  0.0580
H: 2.619 -1.686 2.079  0.0098
H: 0.483 1.210 4.091  0.0051
H: 1.003 0.141 -3.674  0.0380
H: -1.089 0.541 4.317  0.0125
H: -0.004 -3.383 2.868  0.0392
H: 0.488 -2.843 4.516  0.0143
H: 4.839 -0.006 0.255  0.0275
H: 2.630 -1.117 3.731  0.0225
H: 2.581 0.025 2.387  0.0074
H: -3.290 2.300 -3.206  0.0117
H: -2.269 3.042 -1.989  0.0243
H: -2.429 -0.624 3.082  0.0646
H: -3.138 -0.429 -3.428  0.0134
H: 0.346 1.453 -4.619  0.0153
H: 4.399 -1.493 -0.111  0.0302
H: 1.129 1.844 -3.157  0.0224
H: 0.272 -0.101 5.293  0.0213
H: -5.369 0.594 0.410  0.0575
H: -1.141 -2.597 3.897  0.0084
H: -1.844 3.239 -3.693  0.0032
H: 6.760 -0.790 -1.329  0.0882
H: -2.529 0.467 -4.826  0.0135
H: -1.690 -0.991 -4.295  0.0105
H: -4.732 -0.068 2.549  0.0567

## Properties
- gap between HOMO and LUMO (eV) = 4.846
- E (hartree) = -1631.4297
- spin multiplicity = 1
- E_LUMO (eV) = 4.9
- total charge = -2


The following is a quantum chemistry calculation of C6H15N3O2 in the gas phase in a non-equilibrium geometry, from the OMol25 dataset.

Each line ends with the Löwdin charge.
Atoms and positions in Å:
O: -0.654 0.908 1.774  -0.0786
O: 1.643 1.942 -0.824  -0.0964
N: -3.406 0.061 0.380  -0.0264
N: -0.604 -1.399 -0.348  -0.0482
N: 0.721 -1.461 0.309  -0.0343
C: -0.950 -0.023 -0.646  -0.3160
C: 1.187 0.988 0.140  -0.3382
C: 2.976 -0.686 0.329  -0.1002
C: 1.677 -0.463 -0.293  -0.3780
C: -0.335 1.015 0.330  -0.2809
C: -2.515 0.174 -0.878  -0.1904
H: -0.740 1.998 0.062  0.1388
H: 1.741 -0.529 -1.391  0.1492
H: -2.867 1.159 -1.310  0.1102
H: -0.499 -0.139 1.870  0.1454
H: 0.934 2.863 -0.585  0.2358
H: 2.859 -0.564 1.427  0.0938
H: -0.553 0.170 -1.667  0.1479
H: -2.917 -0.760 -1.505  0.1378
H: -1.223 -1.768 0.401  0.1126
H: 3.720 0.049 -0.129  0.1121
H: 1.633 1.227 1.150  0.1533
H: 3.532 -1.654 0.082  0.0994
H: -3.703 -0.907 0.313  0.0357
H: -2.726 0.199 1.175  0.0541
H: 1.070 -2.399 -0.166  0.1615

## Properties
- gap between HOMO and LUMO (eV) = 9.490
- E (hartree) = -552.2306
- SMILES string = C[C@H]1NN[C@@H](CN)[C@@H](O)[C@@H]1O
- spin multiplicity = 1
- energy above the lowest of the compared OMol25 structures with the same formula, charge and spin (kJ/mol) = 344.13
- E_LUMO (eV) = 0.7
- total charge = 0